# C24H34FN3O2

C24H34FN3O2 in the gas phase in a non-equilibrium geometry (the ωB97M-V functional and the def2-TZVPD basis, the OMol25 dataset).

Calculated values
SMILES ... Cc1cc(C)c(C(=O)N(CCN(C)C)C[C@H]2CCCN(Cc3ccccc3F)C2)o1
Energy relative to the best compared isomer or geometry (same formula, charge and spin) ... 220.6 kJ/mol
DFT total energy ... -36722.73385 eV
LUMO energy ... 0.70 eV

Each line ends with the Mulliken charge.
Geometry (Å):
C -2.5633 3.7875 2.1913  -1.331
C -2.6644 2.5462 1.3794  0.540
C -3.5639 1.5233 1.3906  -1.080
C -3.1625 0.6088 0.3835  1.354
C -2.0172 1.1382 -0.1731  0.518
C -1.2188 0.5520 -1.2623  0.118
O -1.7165 -0.3399 -1.9415  -0.720
N 0.0472 0.9773 -1.5129  0.828
C 0.8286 1.9138 -0.7382  -2.419
H 0.1759 2.6411 -0.2606  0.543
H 1.4814 2.4563 -1.4295  0.287
C 1.6922 1.2192 0.3275  1.688
C 2.5794 2.2217 1.0625  -1.036
C 3.3893 1.4844 2.1245  -0.747
C 2.4649 0.7070 3.0572  -0.630
N 1.6681 -0.2261 2.2881  0.376
C 0.8265 0.4829 1.3467  -1.193
H 0.1949 -0.2448 0.8324  0.341
H 0.1690 1.2060 1.8667  -0.033
C 0.9008 -1.1367 3.1223  -1.069
C 0.3325 -2.2459 2.2813  0.184
C 1.1724 -3.2105 1.7372  0.588
C 0.7066 -4.2208 0.9177  -0.691
C -0.6451 -4.2782 0.6265  -0.486
C -1.5069 -3.3357 1.1593  -0.651
C -1.0190 -2.3288 1.9743  -0.024
H -1.6943 -1.5890 2.3796  0.306
H -2.5609 -3.3814 0.9345  0.422
H -1.0228 -5.0585 -0.0161  0.407
H 1.4011 -4.9437 0.5193  0.466
F 2.4907 -3.1756 2.0274  -0.336
H 0.0834 -0.6188 3.6577  0.343
H 1.5853 -1.5603 3.8631  0.557
H 3.0621 0.1412 3.7764  0.483
H 1.8264 1.4149 3.6213  0.294
H 4.0634 0.7778 1.6389  0.343
H 3.9866 2.1886 2.7063  0.425
H 3.2473 2.7273 0.3621  0.353
H 1.9520 2.9806 1.5375  0.330
H 2.3320 0.4738 -0.1552  0.109
C 0.7403 0.3253 -2.6107  -1.372
H 1.8121 0.3653 -2.4213  0.434
H 0.4261 -0.7193 -2.6591  0.301
C 0.3939 0.9966 -3.9470  -0.522
N 1.1381 0.4026 -5.0429  0.040
C 0.4276 0.4876 -6.3012  -0.967
H 1.0007 -0.0355 -7.0659  0.343
H 0.2671 1.5254 -6.6354  0.346
H -0.5392 -0.0015 -6.1990  0.318
C 2.4709 0.9526 -5.1603  -0.995
H 3.0104 0.4155 -5.9390  0.387
H 3.0072 0.8225 -4.2227  0.250
H 2.4658 2.0260 -5.4152  0.342
H 0.5715 2.0848 -3.8707  0.255
H -0.6724 0.8408 -4.1181  0.473
O -1.7255 2.3218 0.4390  -0.422
C -3.8712 -0.6474 0.0311  -1.508
H -4.2031 -1.1597 0.9327  0.393
H -4.7499 -0.4161 -0.5705  0.405
H -3.2216 -1.2894 -0.5552  0.274
H -4.4165 1.4271 2.0318  0.512
H -3.4186 3.8619 2.8556  0.373
H -1.6501 3.7825 2.7867  0.285
H -2.5348 4.6626 1.5433  0.300